Entry 1:
A 2-piece molecular cluster, C5H11NO overall. Source: the OMol25 dataset; level of theory: ωB97M-V/def2-TZVPD.

Each line ends with the Löwdin charge.
CARTESIAN COORDINATES (ANGSTROEM)
C  -2.36  0.05  -1.04  -0.08
C  -1.62  0.54  0.22  -0.21
C  -0.69  -0.52  0.68  -0.05
N  0.50  -0.72  0.25  0.12
C  1.32  0.17  -0.72  -0.57
O  0.66  1.00  -1.35  -0.04
C  2.64  -0.17  -0.58  -0.02
H  -3.12  0.77  -1.33  0.08
H  -1.63  -0.05  -1.86  0.08
H  -2.84  -0.92  -0.88  0.08
H  -1.06  1.44  -0.03  0.11
H  -2.34  0.74  1.02  0.11
H  1.96  0.49  2.64  0.04
H  -1.04  -1.23  1.44  0.14
H  1.02  -1.49  0.65  0.14
H  2.96  -1.01  0.03  0.03
H  2.26  0.52  1.96  0.01
H  3.39  0.40  -1.10  0.05

E_HOMO (spin up / spin down)	-7.41 / -7.41	eV
relative energy (zero: lowest compared OMol25 entry of this formula, charge and spin)	3.338	eV
HOMO-LUMO gap (spin up / spin down)	7.40 / 7.39	eV


Entry 2:
An isolated ion of composition C5H11N and charge -1 at a distorted geometry. Source: the OMol25 dataset; level of theory: ωB97M-V/def2-TZVPD.

Each line ends with the Mulliken spin population.
CARTESIAN COORDINATES (ANGSTROEM)
C  -0.70  -1.00  -1.29  0.25
C  -0.68  -0.79  0.22  -0.16
C  0.16  0.42  0.60  1.94
C  1.51  0.51  0.01  -0.54
C  2.11  1.77  -0.21  0.43
N  -2.01  -0.83  0.77  0.09
H  -1.53  -1.63  -1.65  -0.16
H  0.27  -1.36  -1.62  -0.07
H  -0.81  -0.01  -1.75  0.02
H  -0.13  -1.65  0.64  -0.17
H  -0.44  1.31  0.36  0.33
H  0.17  0.44  1.71  -0.16
H  2.03  -0.44  -0.13  0.06
H  3.11  1.88  -0.58  -0.23
H  1.50  2.62  0.09  -0.28
H  -2.56  -0.08  0.34  -0.09
H  -1.93  -0.59  1.75  -0.29

spin multiplicity	2
E_HOMO (spin up / spin down)	1.36 / -4.46	eV
relative energy (zero: lowest compared OMol25 entry of this formula, charge and spin)	0.769	eV
net charge	-1
HOMO-LUMO gap (spin up / spin down)	3.10 / 8.63	eV


Entry 3:
C11H16AsMnOS4Si2 as an isolated structure. Source: the OMol25 dataset; level of theory: ωB97M-V/def2-TZVPD.

Each line ends with the Löwdin charge.
CARTESIAN COORDINATES (ANGSTROEM)
Mn  -1.91  -1.92  0.85  -0.57
C  1.88  -2.11  -1.75  -0.19
Si  1.46  -1.40  -0.14  0.70
C  1.92  -2.29  1.36  -0.16
C  1.42  0.42  -0.08  -0.27
C  2.76  0.81  -0.06  -0.07
C  3.13  2.15  -0.05  -0.01
C  2.15  3.13  -0.05  -0.01
C  0.81  2.76  -0.06  -0.07
C  0.42  1.42  -0.08  -0.27
Si  -1.40  1.46  -0.15  0.70
C  -2.11  1.87  -1.76  -0.19
C  -2.30  1.92  1.35  -0.16
H  2.95  -1.93  -1.91  0.07
H  1.33  -1.61  -2.55  0.06
H  1.71  -3.19  -1.80  0.04
H  3.01  -2.43  1.30  0.08
H  1.48  -3.29  1.40  0.05
H  1.70  -1.73  2.26  0.05
H  3.56  0.07  -0.06  0.12
H  4.17  2.43  -0.03  0.13
H  2.42  4.18  -0.04  0.13
H  0.07  3.56  -0.06  0.12
H  -1.93  2.94  -1.92  0.07
H  -3.19  1.71  -1.81  0.04
H  -1.60  1.32  -2.55  0.06
H  -2.44  3.01  1.30  0.08
H  -1.73  1.70  2.26  0.05
H  -3.29  1.47  1.39  0.05
S  -3.31  -3.31  1.64  0.40
As  -3.24  -3.25  -0.58  -0.02
S  -3.16  -0.86  -0.48  0.35
S  -0.85  -3.16  -0.48  0.35
S  -4.23  -4.24  -2.00  0.27
O  -0.56  -0.56  3.10  0.21
C  -1.08  -1.08  2.25  -0.19

E_HOMO	-15.40	eV
net charge	+2
HOMO-LUMO gap	7.00	eV


Entry 4:
C3H9PS3 in the gas phase at a distorted geometry. Source: the OMol25 dataset; level of theory: ωB97M-V/def2-TZVPD.

Each line ends with the Löwdin charge.
CARTESIAN COORDINATES (ANGSTROEM)
C  2.50  0.67  -0.68  -0.18
C  1.01  0.68  -0.97  -0.47
P  0.12  -0.39  0.22  -0.04
S  0.09  0.21  2.07  0.20
S  0.95  -2.30  -0.06  0.43
S  -2.24  -0.53  -0.77  0.48
C  -3.09  0.01  0.72  -0.56
H  2.69  0.87  0.37  0.06
H  2.93  -0.30  -0.94  0.05
H  3.01  1.44  -1.27  0.07
H  0.78  0.35  -1.99  0.08
H  0.59  1.68  -0.83  0.08
H  0.44  -2.75  1.09  -0.18
H  -3.78  -0.77  1.04  0.02
H  -3.64  0.93  0.51  0.02
H  -2.35  0.20  1.50  -0.07

E_HOMO	-8.80	eV
relative energy (zero: lowest compared OMol25 entry of this formula, charge and spin)	0.578	eV
HOMO-LUMO gap	8.34	eV


Entry 5:
A 2-piece molecular cluster, C3H6NO3 overall. Source: the OMol25 dataset; level of theory: ωB97M-V/def2-TZVPD.

Each line ends with the Löwdin charge.
CARTESIAN COORDINATES (ANGSTROEM)
N  -0.65  3.00  -0.46  0.09
C  -0.66  1.59  -0.32  -0.83
O  0.49  1.08  -0.32  -0.09
O  -1.75  1.05  -0.13  -0.05
H  0.15  3.37  -0.94  0.05
H  -1.54  3.39  -0.72  0.06
C  1.07  -3.45  0.53  -0.05
C  0.88  -2.18  0.13  -0.34
O  0.41  -1.20  0.89  -0.02
H  1.46  -4.18  -0.17  0.01
H  0.85  -3.74  1.55  0.03
H  1.12  -1.91  -0.89  0.10
H  0.43  -0.33  0.37  0.03

E_HOMO	-4.67	eV
relative energy (zero: lowest compared OMol25 entry of this formula, charge and spin)	0.741	eV
net charge	-1
HOMO-LUMO gap	8.88	eV


Entry 6:
A 2-piece molecular cluster, C5H10BrNO2 overall at a distorted geometry. Source: the OMol25 dataset; level of theory: ωB97M-V/def2-TZVPD.

Each line ends with the Löwdin charge.
CARTESIAN COORDINATES (ANGSTROEM)
C  -0.80  -1.63  1.27  -0.10
C  -1.74  0.51  0.25  -0.06
C  0.58  0.09  -1.87  -0.15
C  -0.44  -0.32  0.62  -0.52
C  0.54  -0.47  -0.44  -0.62
N  1.83  1.78  0.07  -0.28
O  2.39  2.24  -0.86  0.07
O  1.83  1.96  1.24  0.08
Br  2.13  -1.48  -0.12  0.79
H  0.14  -2.06  1.57  0.02
H  -1.46  -2.31  0.71  0.10
H  -1.28  -1.38  2.23  0.09
H  -2.39  0.16  -0.62  0.10
H  -2.31  0.67  1.31  0.13
H  -1.47  1.55  0.12  0.05
H  1.67  0.58  -2.01  0.09
H  0.86  -0.81  -2.45  0.06
H  -0.21  0.63  -2.33  0.06
H  0.13  0.29  1.32  0.11

E_HOMO (spin up / spin down)	-7.58 / -9.50	eV
relative energy (zero: lowest compared OMol25 entry of this formula, charge and spin)	4.909	eV
HOMO-LUMO gap (spin up / spin down)	6.46 / 9.51	eV


Entry 7:
C37H33N4OS7Ti as an isolated structure at a distorted geometry. Source: the OMol25 dataset; level of theory: ωB97M-V/def2-TZVPD.

Each line ends with the Mulliken spin population.
CARTESIAN COORDINATES (ANGSTROEM)
Ti  0.15  0.00  0.00  0.98
C  -4.28  2.64  0.58  0.00
C  -4.02  1.17  0.78  0.00
C  -4.54  0.51  1.90  0.01
C  -4.29  -0.84  2.07  -0.01
C  -3.53  -1.50  1.11  0.03
C  -3.05  -0.74  0.05  0.02
N  -3.29  0.55  -0.13  0.01
C  -2.25  -1.39  -1.02  -0.01
C  -2.73  -2.55  -1.62  0.00
C  -2.14  -2.99  -2.79  0.01
C  -1.13  -2.24  -3.37  0.00
C  -0.67  -1.12  -2.70  -0.01
N  -1.16  -0.76  -1.50  -0.01
C  0.39  -0.26  -3.33  0.01
C  0.47  -0.18  -4.71  0.00
C  1.54  0.53  -5.25  0.00
C  2.49  1.05  -4.40  0.00
C  2.33  0.93  -3.02  -0.01
C  3.44  1.32  -2.10  0.01
N  1.25  0.35  -2.50  -0.03
H  -5.27  2.80  0.14  0.00
H  -3.53  3.05  -0.11  0.00
H  -4.23  3.17  1.52  0.00
H  -5.10  1.06  2.63  0.00
H  -4.66  -1.37  2.94  0.00
H  -3.27  -2.54  1.21  0.00
H  -3.59  -3.04  -1.19  0.00
H  -2.49  -3.90  -3.27  0.00
H  -0.68  -2.54  -4.30  0.00
H  -0.27  -0.64  -5.34  0.00
H  1.64  0.63  -6.32  0.00
H  3.37  1.54  -4.78  0.00
H  4.34  0.77  -2.39  0.00
H  3.21  1.06  -1.07  -0.01
H  3.67  2.38  -2.17  0.00
S  -0.30  -3.03  3.69  0.00
C  -0.05  -4.14  2.39  0.00
C  0.19  -5.52  2.45  0.00
C  0.32  -6.21  1.27  0.00
C  0.21  -5.55  0.04  0.00
C  -0.02  -4.19  -0.02  0.00
C  -0.13  -3.47  1.17  0.00
N  -0.40  -2.11  1.27  -0.02
C  -0.55  -1.77  2.52  0.04
C  -0.93  -0.41  2.89  -0.05
C  -1.39  -0.11  4.18  -0.01
C  -1.83  1.17  4.47  0.02
C  -1.83  2.12  3.46  -0.02
C  -1.37  1.80  2.19  0.03
C  -0.87  0.53  1.85  0.01
H  0.27  -6.02  3.41  0.00
H  0.51  -7.27  1.29  0.00
H  0.31  -6.11  -0.88  0.00
H  -0.07  -3.68  -0.98  0.00
H  -1.41  -0.87  4.95  0.00
H  -2.18  1.41  5.46  0.00
H  -2.19  3.12  3.66  0.00
H  -1.41  2.56  1.42  0.00
S  7.61  -1.13  0.82  0.00
C  5.96  -1.00  0.75  0.00
S  4.97  -1.94  -0.29  0.00
C  3.43  -1.22  0.10  0.00
C  3.48  -0.23  1.02  0.00
S  2.07  0.64  1.56  -0.01
S  5.05  0.16  1.64  0.00
S  1.99  -1.79  -0.67  -0.03
C  0.27  3.91  -2.80  0.00
C  0.45  4.36  -1.36  0.00
S  1.18  3.06  -0.36  0.00
O  0.06  2.00  -0.46  0.03
C  1.06  3.84  1.26  0.00
C  2.39  4.52  1.56  0.00
H  -0.15  4.73  -3.39  0.00
H  -0.40  3.06  -2.85  0.00
H  1.22  3.63  -3.26  0.00
H  -0.49  4.64  -0.90  0.00
H  1.14  5.21  -1.29  0.00
H  0.86  3.03  1.96  0.00
H  0.22  4.53  1.25  0.00
H  3.20  3.79  1.55  0.00
H  2.34  4.95  2.56  0.00
H  2.62  5.32  0.86  0.00

spin multiplicity	2
E_HOMO (spin up / spin down)	-5.98 / -6.01	eV
relative energy (zero: lowest compared OMol25 entry of this formula, charge and spin)	0.543	eV
HOMO-LUMO gap (spin up / spin down)	5.38 / 5.41	eV


Copy entry 2 word for word.
An isolated ion of composition C5H11N and charge -1 at a distorted geometry. Source: the OMol25 dataset; level of theory: ωB97M-V/def2-TZVPD.

Each line ends with the Mulliken spin population.
CARTESIAN COORDINATES (ANGSTROEM)
C  -0.70  -1.00  -1.29  0.25
C  -0.68  -0.79  0.22  -0.16
C  0.16  0.42  0.60  1.94
C  1.51  0.51  0.01  -0.54
C  2.11  1.77  -0.21  0.43
N  -2.01  -0.83  0.77  0.09
H  -1.53  -1.63  -1.65  -0.16
H  0.27  -1.36  -1.62  -0.07
H  -0.81  -0.01  -1.75  0.02
H  -0.13  -1.65  0.64  -0.17
H  -0.44  1.31  0.36  0.33
H  0.17  0.44  1.71  -0.16
H  2.03  -0.44  -0.13  0.06
H  3.11  1.88  -0.58  -0.23
H  1.50  2.62  0.09  -0.28
H  -2.56  -0.08  0.34  -0.09
H  -1.93  -0.59  1.75  -0.29

spin multiplicity	2
E_HOMO (spin up / spin down)	1.36 / -4.46	eV
relative energy (zero: lowest compared OMol25 entry of this formula, charge and spin)	0.769	eV
net charge	-1
HOMO-LUMO gap (spin up / spin down)	3.10 / 8.63	eV